(1)
{
  "formula": "C4H7N",
  "method": "ωB97M-V/def2-TZVPD",
  "elements": ["N", "C", "C", "C", "C", "H", "H", "H", "H", "H", "H", "H"],
  "positions_angstrom": [[0.45526, 2.30611, -1.53954], [1.18889, -0.65845, 0.42265], [0.26180, 1.32764, -0.88216], [0.04243, 0.20742, -0.04309], [-1.34344, -0.15069, 0.43754], [-1.62497, -1.16161, 0.11976], [0.08248, 0.48920, -1.72224], [1.24651, -0.66905, 1.52419], [-2.09937, 0.55400, 0.08438], [-1.38600, -0.14926, 1.53967], [2.15298, -0.30355, 0.05227], [1.05075, -1.70059, 0.11100]],
  "mulliken_charge": [-0.51, -1.13, 0.04, 0.48, -1.14, 0.32, 0.34, 0.32, 0.32, 0.32, 0.32, 0.32],
  "orbital_gap_ha": [0.29724, 0.29731]
}


(2)
{
  "formula": "ArH20O10",
  "method": "ωB97M-V/def2-TZVPD",
  "elements": ["Ar", "O", "O", "O", "O", "O", "O", "O", "O", "O", "O", "H", "H", "H", "H", "H", "H", "H", "H", "H", "H", "H", "H", "H", "H", "H", "H", "H", "H", "H", "H"],
  "positions_angstrom": [[0.15477, 0.00176, 0.01051], [-0.95265, -1.84446, -2.44885], [-0.44444, 3.94549, -2.16217], [1.95523, -1.40113, -2.86433], [-3.23271, 1.81799, 0.27293], [1.88923, 2.48476, 1.76714], [-0.63062, 2.91480, 0.49584], [-0.11837, -3.16484, 0.21479], [0.76753, -2.75586, 2.76980], [-2.80741, -1.17628, 0.33716], [2.67625, -2.41094, -0.41519], [1.85789, -2.51863, 0.06950], [0.18216, -2.51761, 3.48869], [-3.64412, 2.06321, 1.10169], [-1.03803, -1.25401, -1.70031], [0.06666, -3.08171, 1.15025], [2.41283, 1.68354, 1.77824], [2.27009, -1.72029, -2.01862], [2.28612, -0.50471, -2.92085], [-0.12269, 4.82298, -1.95547], [-0.80534, -2.51955, 0.04775], [-2.92157, -0.22599, 0.32487], [1.63899, -2.77262, 3.16541], [3.20957, -1.84029, 0.13813], [-3.49933, -1.50853, -0.23475], [-2.35623, 2.20011, 0.31778], [0.15484, 2.66251, 0.98126], [2.48041, 3.15300, 1.42046], [-0.04350, -1.74426, -2.73106], [-0.45954, 3.49085, -1.31997], [-0.92591, 3.72083, 0.91933]],
  "mulliken_charge": [-0.02, -0.60, -0.65, -0.66, -0.69, -0.66, -0.62, -0.64, -0.61, -0.61, -0.70, 0.31, 0.28, 0.31, 0.23, 0.43, 0.30, 0.40, 0.29, 0.28, 0.24, 0.36, 0.28, 0.30, 0.32, 0.39, 0.29, 0.32, 0.39, 0.41, 0.30],
  "orbital_gap_ha": 0.35490
}


(3)
{
  "formula": "C59H132N4O3P2",
  "method": "ωB97M-V/def2-TZVPD",
  "elements": ["P", "P", "O", "O", "O", "N", "N", "N", "N", "C", "C", "C", "C", "C", "C", "C", "C", "C", "C", "C", "C", "C", "C", "C", "C", "C", "C", "C", "C", "C", "C", "C", "C", "C", "C", "C", "C", "C", "C", "C", "C", "C", "C", "C", "C", "C", "C", "C", "C", "C", "C", "C", "C", "C", "C", "C", "C", "C", "C", "C", "C", "C", "C", "C", "C", "C", "C", "C", "H", "H", "H", "H", "H", "H", "H", "H", "H", "H", "H", "H", "H", "H", "H", "H", "H", "H", "H", "H", "H", "H", "H", "H", "H", "H", "H", "H", "H", "H", "H", "H", "H", "H", "H", "H", "H", "H", "H", "H", "H", "H", "H", "H", "H", "H", "H", "H", "H", "H", "H", "H", "H", "H", "H", "H", "H", "H", "H", "H", "H", "H", "H", "H", "H", "H", "H", "H", "H", "H", "H", "H", "H", "H", "H", "H", "H", "H", "H", "H", "H", "H", "H", "H", "H", "H", "H", "H", "H", "H", "H", "H", "H", "H", "H", "H", "H", "H", "H", "H", "H", "H", "H", "H", "H", "H", "H", "H", "H", "H", "H", "H", "H", "H", "H", "H", "H", "H", "H", "H", "H", "H", "H", "H", "H", "H", "H", "H", "H", "H", "H", "H"],
  "positions_angstrom": [[-6.99886, 3.63603, 1.74880], [9.14205, 0.69782, -1.29009], [-1.01538, -0.18307, -2.39575], [0.32596, 0.39821, -0.77045], [1.06405, -0.10926, -2.64310], [-0.39890, -7.85306, -5.65170], [-0.25267, 6.05304, -6.28199], [0.10089, 0.02750, -1.90452], [-2.21086, -5.44152, 11.74088], [7.36619, 3.45227, 2.89382], [-1.54099, -8.81116, -5.06867], [1.78159, -6.83780, -5.09304], [1.22581, 6.24977, -6.13688], [8.55298, 1.32068, -4.09692], [-6.36481, 0.70863, 1.63902], [0.39422, 6.15625, -3.86282], [-3.33310, -10.60804, -5.30139], [-2.60991, 3.50030, -8.27696], [12.94729, 1.89792, -0.05870], [-4.05557, -6.86990, 12.79759], [7.05732, 2.43669, 1.82523], [0.36897, -7.15818, -4.45744], [7.77596, -2.95288, 0.26374], [-2.24975, -4.21329, 10.70902], [0.74091, -8.66888, -6.21820], [-4.25060, -11.40954, -6.31286], [-5.28750, 4.32558, 2.36107], [-0.58881, 5.00942, -7.36828], [8.17552, 2.38846, 0.77799], [-2.42397, -9.60711, -6.05098], [-2.26657, -6.89152, 11.08277], [9.30968, -0.84665, -0.26649], [-3.32026, 6.24926, 4.07044], [-8.65029, 3.42321, -0.47216], [11.36868, 2.01079, -0.08226], [-7.21695, 1.92938, 2.26093], [-5.20742, 4.41268, 3.86559], [-1.19471, -3.05821, 8.68397], [-9.37930, 8.37717, 2.21111], [-1.09203, -4.17861, 9.69329], [7.87935, -1.46670, 0.00330], [7.87160, 1.75464, -0.64544], [-0.61127, 5.56936, -4.84115], [13.55740, 2.94476, -1.02494], [-8.75502, 5.21761, -2.34577], [-2.12338, 4.85639, -7.68517], [-5.66286, -1.76621, 1.91640], [-8.03422, 6.15599, 2.15648], [8.04019, -3.53736, 1.67263], [-0.89572, -6.89853, -6.65741], [2.04304, -7.97207, -6.05636], [-3.21613, -7.74888, 11.97639], [-0.89345, 7.39112, -6.52415], [0.06548, -3.02165, 7.87140], [10.78583, 1.51000, -1.46222], [1.41516, 6.76268, -4.75180], [-0.91078, -5.42105, 12.62096], [8.58132, 0.19212, -3.03147], [-7.17765, 3.68835, -0.04170], [7.68725, 0.81662, -5.37692], [-6.48424, -0.58001, 2.43975], [-8.25329, 4.68832, 2.49764], [-8.79147, 3.73759, -1.91953], [-3.54651, -5.39080, 12.55107], [-2.61306, 2.32015, -7.30613], [-9.33711, 6.84129, 2.49615], [-3.76526, 4.81049, 4.30857], [7.23695, 2.01907, -6.26312], [-2.30895, 6.59581, 4.28319], [8.16251, 2.42330, -6.67307], [-7.26976, 6.52895, 2.83810], [7.32303, 4.46595, 2.49545], [8.47100, -3.45218, -0.41133], [11.51485, 0.83496, -1.91048], [-0.11065, 4.04183, -7.21578], [-3.19385, -4.26802, 10.16701], [-8.14071, 4.45851, 3.55717], [-3.71841, 4.62424, 5.38151], [1.58315, 6.95416, -6.88804], [-8.63361, 8.81830, 2.87250], [-2.32511, 5.55499, -8.49717], [-1.65812, 2.08613, -6.83558], [6.58478, 1.68682, -7.07082], [-10.20316, 6.30169, 2.11289], [7.18722, -1.19805, -0.79475], [-3.11720, 4.01576, 3.93908], [-5.16461, 5.27537, 1.84059], [-5.32042, 1.01560, 1.58323], [-9.45316, 6.77900, 3.57816], [-3.32446, 6.52767, 3.01661], [-0.17404, -6.29242, -4.07838], [-4.06072, 6.83595, 4.61415], [6.76995, -3.29212, 0.01680], [-1.06201, -5.14828, 9.19635], [-9.45911, 5.68905, -1.66014], [-0.85009, -6.41134, 13.07235], [-8.25842, 1.62028, 2.34988], [1.72198, 5.29240, -6.29616], [-2.04684, 3.01390, -9.07350], [-5.10249, -7.07973, 12.57845], [-1.22930, -7.22539, 11.10910], [0.07309, -3.91623, 7.24868], [2.81079, -8.66028, -5.70278], [-0.52028, 7.82983, -7.44955], [10.93976, 2.99635, 0.09894], [13.42105, 0.94315, -0.28690], [-6.08466, -2.05525, 0.95378], [14.63843, 3.07483, -0.97408], [0.12168, -2.02621, 7.43091], [-7.80587, 5.71643, -2.14980], [2.05460, -5.81746, -5.36223], [-5.90902, 5.18400, 4.18326], [-1.89389, -10.23723, -6.76513], [-3.97705, -10.02514, -4.64284], [2.33798, -7.56716, -7.02444], [-3.30556, -4.79679, 13.43266], [-10.21300, 8.92640, 2.64861], [-1.79999, -6.37020, -6.35533], [-9.71861, 3.30937, -2.30049], [-4.30208, -4.93949, 11.90801], [-2.97311, -8.82687, -6.57804], [-6.14633, -0.29721, 3.43672], [-0.04287, 6.90668, -3.20410], [6.81044, 2.80736, -5.64281], [13.28929, 2.63354, -2.03457], [-4.66960, -1.33544, 1.78997], [-2.09059, -8.15554, -4.39325], [-9.03095, 8.71802, 1.23614], [-0.61707, 4.47940, -4.84916], [-9.22879, 4.21501, 2.38595], [-2.61147, 5.04193, -6.72838], [11.16330, 1.48786, 0.85179], [-1.06640, -9.51314, -4.38303], [0.93545, -3.05802, 8.52709], [-2.58141, -6.72597, 10.05244], [2.63857, -6.93025, -4.42585], [7.55191, -0.11039, -2.83936], [-1.47082, -2.08174, 9.08191], [2.40683, 6.41928, -4.45726], [6.40918, 3.52075, 3.41105], [-1.19256, -7.37283, -7.59284], [-9.31796, 4.08676, 0.07740], [-6.47019, 2.90894, -0.32476], [13.12890, 3.93008, -0.84153], [-4.88274, -10.75173, -6.90933], [-6.86222, 2.04798, 3.28475], [-8.97098, 2.39033, -0.33644], [-3.54751, -11.97656, -6.92297], [7.75370, 2.43114, -1.49193], [-1.98125, -3.20953, 7.94468], [6.80962, 0.27260, -5.02774], [-5.63280, 3.48158, 4.24005], [-3.66592, 3.64464, -8.50522], [-1.03597, -4.63281, 13.36332], [1.44937, 7.83341, -4.55059], [0.50651, -8.97014, -7.23919], [8.90872, 1.73624, 1.25246], [0.95586, -9.48782, -5.53174], [0.92855, 5.46301, -3.21320], [8.10055, -4.61594, 1.81800], [-0.05839, 5.25629, -8.28796], [-2.31234, -3.44485, 11.47954], [-8.07331, 3.20653, -2.54428], [7.31253, -3.11147, 2.36344], [10.07299, -1.52222, -0.65259], [-1.96388, 7.21687, -6.63337], [-0.75511, 8.04414, -5.66244], [-2.68308, -8.39977, 12.66943], [13.22370, 1.99289, 0.99139], [9.57644, 1.59012, -4.35777], [8.99502, -0.77109, -3.33010], [0.31311, -7.89123, -3.65268], [7.02042, 1.07943, -0.55791], [7.41337, -0.91127, 0.81723], [-3.81404, -8.30313, 11.25293], [9.78020, -0.44648, 0.63161], [-6.78202, 0.43451, 0.67005], [-1.62107, 5.82781, -4.52241], [10.62781, 2.28219, -2.21512], [-4.98693, -11.99503, -5.76232], [8.99830, -3.16283, 2.03300], [-7.70227, 6.43032, 1.15515], [-3.02154, 1.40625, -7.73745], [-6.82579, 4.67103, -0.35576], [-0.22681, -4.04992, 10.34360], [7.14173, 1.39605, 2.13839], [-3.25133, 2.66997, -6.49476], [8.29446, 3.23956, 3.42408], [8.70110, 3.33733, 0.67077], [-5.47308, -2.58543, 2.60992], [-8.97574, 5.33910, -3.40625], [-2.76911, -11.34372, -4.72801], [8.24854, 0.05100, -5.91254], [6.08010, 2.61793, 1.37770], [0.01848, -5.32394, 12.05957], [-3.97688, -7.06261, 13.86752], [-7.50011, -0.92770, 2.62741], [8.05646, 2.22449, -3.74380], [-4.52552, 3.59439, 2.09116], [-0.11531, -6.13783, -6.67651]],
  "mulliken_charge": [0.37, 0.42, -0.67, -0.66, -0.65, 0.19, 0.24, 0.99, 0.21, -1.39, -1.00, -0.66, -0.68, -0.65, -0.51, -0.47, -0.54, -0.51, -0.88, -0.60, -0.38, -0.56, -0.80, -0.89, -0.61, -1.25, -0.79, -0.93, -0.80, -0.39, -0.65, -0.62, -1.13, -0.22, -0.57, -1.26, -0.50, -0.52, -1.36, -0.43, -0.41, -0.70, -0.62, -1.09, -1.09, -0.53, -1.26, -0.60, -1.21, -0.97, -0.51, -0.52, -0.93, -1.30, -1.15, -0.71, -1.00, -1.10, -1.03, -0.60, -0.61, -1.53, -0.84, -0.57, -1.25, -0.67, -0.73, -1.20, 0.39, 0.31, 0.26, 0.36, 0.33, 0.57, 0.49, 0.34, 0.78, 0.37, 0.41, 0.35, 0.32, 0.33, 0.38, 0.41, 0.43, 0.39, 0.55, 0.37, 0.32, 0.28, 0.38, 0.28, 0.33, 0.34, 0.26, 0.43, 0.69, 0.45, 0.33, 0.35, 0.38, 0.35, 0.41, 0.34, 0.41, 0.35, 0.31, 0.39, 0.37, 0.29, 0.40, 0.20, 0.33, 0.37, 0.25, 0.42, 0.39, 0.34, 0.40, 0.30, 0.35, 0.36, 0.31, 0.32, 0.27, 0.33, 0.51, 0.33, 0.41, 0.83, 0.37, 0.26, 0.35, 0.35, 0.43, 0.32, 0.49, 0.47, 0.37, 0.42, 0.38, 0.13, 0.73, 0.30, 0.33, 0.59, 0.31, 0.34, 0.62, 0.33, 0.41, 0.41, 0.30, 0.32, 0.33, 0.44, 0.23, 0.27, 0.31, 0.37, 0.51, 0.44, 0.37, 0.31, 0.65, 0.37, 0.39, 0.30, 0.41, 0.39, 0.63, 0.38, 0.59, 0.12, 0.33, 0.53, 0.34, 0.38, 0.62, 0.38, 0.31, 0.47, 0.36, 0.52, 0.33, 0.14, 0.31, 0.35, 0.43, 0.38, 0.38, 0.37, 0.38, 0.40, 0.37, 0.30, 0.37, 0.34, 0.61, 0.41],
  "total_charge": 4,
  "orbital_gap_ha": 0.23142
}


These records have ΔE to the lowest compared entry with this formula, charge and spin values of 89.39 5.75 152.42 kcal per mole, in the order they appear.